[1]
BrHf | ωB97M-V/def2-TZVPD

XYZ file:
```
2
Properties=species:S:1:pos:R:3:nbo_charge:R:1
Hf -15.789 -30.794 -23.403 2.72
Br -14.868 -30.670 -20.868 0.28
```

For the orbital gap, the calculation gives 6.93 eV. Its highest occupied orbital energy is -27.79 eV. The calculation puts the LUMO energy at -20.857 eV. The calculation puts the maximum force at 5.25 eV/A. The energy above the lowest of the compared OMol25 structures with the same formula, charge and spin is 1.495 eV. The charge is +3.

[2]
C27H65B2IN6O13PS6 | ωB97M-V/def2-TZVPD

XYZ file:
```
121
Properties=species:S:1:pos:R:3:mulliken_charge:R:1
C 3.807 2.475 4.076 -0.15
C 3.349 2.880 3.038 -0.53
C 2.937 3.325 1.673 -0.93
C 3.165 2.206 0.554 1.10
O 2.212 1.248 0.879 -0.37
C 2.029 -0.020 0.277 0.06
C 3.181 -0.662 -0.526 -1.24
N 3.769 0.144 -1.597 -0.35
B 0.793 0.149 -0.797 0.58
N -0.059 1.321 -0.818 -0.11
O 0.495 -0.892 -1.714 -0.66
C 1.399 -0.956 1.442 1.46
C 2.086 -0.420 2.743 -0.73
C 1.637 -0.549 3.986 -1.56
B 2.049 -2.461 1.426 0.63
O 2.777 -2.990 2.513 -0.76
N 1.880 -3.424 0.276 0.11
C 3.275 -3.917 0.009 -1.24
C 1.151 -4.654 0.739 -1.04
N -0.057 -0.901 1.408 1.40
C -0.833 0.027 2.222 -2.11
N -0.366 1.402 2.319 -0.07
C -0.837 -2.046 1.084 -1.00
C -1.235 -2.982 2.275 -0.20
O -0.784 -2.951 3.361 -0.42
I -2.741 -4.492 1.793 -0.01
C 2.970 3.080 -0.761 0.24
O 3.865 3.114 -1.642 -0.72
O 1.956 3.784 -0.859 -0.74
P 5.030 1.845 0.627 -0.48
N 5.761 3.375 1.096 -0.23
O 5.425 0.806 1.910 -0.51
H 4.437 2.314 4.933 0.40
H 3.335 4.297 1.370 0.59
H 1.834 3.436 1.694 0.54
H 2.815 -1.560 -1.058 0.36
H 4.046 -0.916 0.137 0.19
H 3.223 0.906 -1.967 0.19
H 4.746 0.345 -1.482 0.50
H -0.206 1.702 -1.748 0.09
H -0.918 1.204 -0.303 -0.13
H 0.684 -1.742 -1.287 0.45
H 3.125 -0.064 2.694 0.31
H 2.132 -0.019 4.812 0.23
H 0.742 -1.114 4.281 0.21
H 3.671 -2.622 2.516 0.30
H 3.565 -4.721 0.713 0.46
H 4.010 -3.108 0.190 0.39
H 3.409 -4.217 -1.044 0.25
H 1.627 -5.572 0.365 0.44
H 0.134 -4.638 0.293 0.29
H 0.997 -4.683 1.833 0.27
H -1.897 0.105 1.896 0.37
H -0.916 -0.373 3.259 0.09
H -0.337 1.689 3.293 0.31
H -0.946 2.031 1.780 0.36
H -1.832 -1.676 0.738 0.68
H -0.514 -2.624 0.198 0.81
H 6.464 3.162 1.804 0.18
H 6.230 3.733 0.270 0.25
H 6.235 0.366 1.631 0.31
C -3.484 1.125 6.971 -1.04
S -2.489 0.740 5.520 0.61
O -1.303 1.635 5.548 -0.63
C -3.645 1.415 4.316 -0.73
H -2.929 0.819 7.856 0.34
H -3.677 2.198 7.015 0.30
H -4.425 0.574 6.924 0.37
H -3.828 2.469 4.528 0.37
H -4.579 0.854 4.353 0.39
H -3.203 1.316 3.326 0.06
C -4.099 -9.077 0.942 -0.90
S -4.736 -8.224 -0.510 0.47
O -4.476 -6.776 -0.319 -0.55
C -6.477 -8.509 -0.146 -0.92
H -3.014 -8.989 0.939 0.30
H -4.499 -8.618 1.847 0.29
H -4.377 -10.131 0.897 0.37
H -6.726 -8.087 0.828 0.29
H -6.681 -9.581 -0.157 0.36
H -7.071 -8.020 -0.917 0.31
C -2.399 -0.913 -4.093 -0.71
S -2.190 0.746 -3.436 0.45
O -2.559 0.700 -1.995 -0.55
C -3.580 1.469 -4.318 -0.79
H -1.645 -1.554 -3.637 0.26
H -3.395 -1.287 -3.847 0.32
H -2.258 -0.893 -5.175 0.13
H -4.500 0.943 -4.059 0.13
H -3.398 1.406 -5.391 0.32
H -3.666 2.516 -4.026 0.34
C -6.026 0.736 -1.039 -0.75
S -5.820 2.390 -0.366 0.65
O -6.173 2.328 1.080 -0.66
C -7.223 3.123 -1.228 -1.00
H -5.266 0.093 -0.601 0.21
H -7.018 0.355 -0.788 0.44
H -5.894 0.765 -2.120 0.16
H -8.139 2.592 -0.965 0.29
H -7.053 3.075 -2.304 0.34
H -7.305 4.165 -0.920 0.32
C 9.206 7.730 0.733 -0.91
S 8.570 6.977 2.241 0.47
O 8.825 5.516 2.147 -0.59
C 6.830 7.245 1.866 -0.89
H 10.291 7.638 0.736 0.31
H 8.800 7.215 -0.139 0.30
H 8.932 8.786 0.709 0.34
H 6.575 6.760 0.923 0.26
H 6.632 8.316 1.807 0.40
H 6.237 6.810 2.668 0.30
C -1.411 0.445 -9.654 -0.96
S -2.884 -0.064 -8.754 0.42
O -2.860 0.633 -7.440 -0.57
C -2.356 -1.761 -8.469 -0.95
H -1.510 1.500 -9.901 0.31
H -0.527 0.298 -9.033 0.31
H -1.329 -0.136 -10.573 0.38
H -1.412 -1.768 -7.922 0.29
H -2.243 -2.272 -9.425 0.39
H -3.121 -2.262 -7.878 0.31
```

For the orbital gap, the calculation gives 5.28 eV. Its highest occupied orbital energy is -3.70 eV. The calculation puts the LUMO energy at 1.581 eV. The calculation puts the maximum force at 3.09 eV/A. The charge is -1.